{"formula": "C17H54B2NO13PS7", "method": "the ωB97M-V functional and the def2-TZVPD basis", "multiplicity": 1, "largest_force_ev_per_a": 1.76, "total_energy_ev": -133099.627, "lumo_ev": 0.52, "molar_mass_g_mol": 757.7, "gap_ha": 0.3222, "elements": ["H", "H", "H", "C", "H", "H", "O", "H", "C", "C", "H", "O", "C", "H", "H", "H", "C", "C", "H", "C", "H", "H", "H", "H", "H", "S", "H", "H", "H", "O", "H", "H", "H", "B", "C", "O", "S", "S", "H", "H", "S", "H", "O", "O", "H", "B", "H", "O", "H", "H", "H", "O", "H", "P", "N", "H", "O", "H", "H", "C", "H", "H", "C", "H", "H", "C", "H", "C", "C", "H", "C", "H", "H", "O", "H", "H", "S", "O", "C", "O", "H", "S", "S", "H", "H", "H", "H", "H", "H", "O", "H", "H", "C", "C", "H"], "positions_angstrom": [[1.070, 4.148, -0.997], [1.315, -3.324, 7.414], [1.123, 5.865, -0.468], [2.444, 8.313, -3.478], [8.535, 1.305, -3.244], [6.611, -1.490, -1.384], [-4.601, -5.278, 6.591], [-0.301, -6.436, 5.075], [-0.241, -5.448, 8.294], [-1.988, -3.650, -2.339], [-2.188, -2.073, 6.858], [-6.548, -5.129, 5.199], [1.949, 10.627, -2.240], [1.177, -2.121, 4.652], [-2.543, -0.102, -1.704], [1.699, 5.410, -2.085], [1.620, -0.303, -5.112], [-2.753, -1.114, -2.035], [-5.792, -2.807, 4.757], [3.697, 1.151, -5.913], [-0.737, -4.543, 8.630], [-2.779, -3.671, 7.141], [-1.318, 0.605, -7.013], [-1.234, -4.426, -2.221], [-4.373, -3.209, 3.870], [-1.282, -2.099, -1.766], [4.262, 0.710, -5.092], [0.577, -0.368, -4.798], [2.034, 11.116, -3.211], [5.644, 1.098, -3.638], [-1.425, -2.222, 4.473], [-1.275, 3.921, -0.254], [-1.959, 2.237, -7.297], [0.461, -3.188, 3.173], [-2.675, -2.917, 6.371], [1.501, -2.565, 3.848], [2.010, 1.431, -5.379], [-1.623, 1.779, -4.983], [-2.255, -3.554, -3.391], [-3.047, 0.937, -6.712], [-0.667, 5.452, -1.990], [1.765, -0.856, -6.041], [-4.490, -5.821, 4.173], [-0.363, -4.101, 3.785], [2.263, -0.698, -4.326], [-0.144, -4.021, 6.408], [-2.984, -1.099, -3.095], [1.221, 8.341, -1.129], [-0.956, -6.245, 8.434], [4.135, 2.110, -6.177], [2.512, 8.873, -4.410], [0.521, -2.971, 6.977], [-3.642, -6.148, 4.528], [-1.438, -3.511, 5.058], [0.135, -5.369, 6.836], [6.120, -1.639, -3.101], [-1.898, 0.566, -4.145], [-0.403, -7.365, 6.531], [4.939, -1.125, -1.869], [5.982, -1.082, -2.174], [-3.935, 2.388, -4.912], [-3.939, -1.398, 5.512], [-0.632, -6.398, 6.104], [3.395, 8.338, -2.946], [-2.865, -3.896, -1.742], [-4.035, -2.409, 5.888], [-2.330, -4.498, 4.631], [-2.993, 2.911, -4.740], [-1.558, 4.940, -0.516], [0.635, -5.598, 8.912], [-2.037, 1.347, -6.674], [8.660, -0.107, -2.167], [-2.887, 3.749, -5.427], [1.228, 1.872, -6.572], [-1.325, 5.625, 0.300], [-0.477, -2.393, 1.651], [6.407, 0.643, -2.441], [-0.879, 4.397, -3.020], [0.972, 5.189, -1.307], [-1.088, -2.236, -0.295], [-2.942, 3.272, -3.718], [1.157, 9.027, -2.447], [-5.153, -4.939, 5.322], [-1.704, -6.214, 6.163], [2.933, 10.493, -1.791], [-2.623, 4.982, -0.736], [3.700, 0.493, -6.784], [1.323, 11.227, -1.584], [8.089, -0.308, -3.854], [0.314, -2.920, 1.841], [2.169, 7.283, -3.693], [-3.582, -1.532, -1.461], [8.094, 0.346, -2.982], [-4.808, -3.242, 4.859], [-4.679, -2.334, 6.759]]}